[1]
DFT (ωB97M-V with the def2-TZVPD basis set) results for an isolated molecule of C6H12O.

HOMO-LUMO gap = 10.60 eV
LUMO energy = 1.05 eV
SMILES string = COCC1(C)CC1

```
! RIJCOSX wB97M-V def2-TZVPD def2/J DEFGRID3
* xyz 0 1
C -0.320 1.848 1.947
O -0.585 0.550 1.484
C 0.506 -0.136 0.899
C 0.107 -0.636 -0.487
C -0.293 -2.103 -0.594
C -0.614 0.387 -1.315
C 0.764 -0.041 -1.712
H 0.483 2.334 1.373
H -0.036 1.851 3.009
H -1.231 2.444 1.827
H 1.385 0.525 0.843
H 0.777 -0.979 1.550
H -0.634 -2.501 0.368
H 0.547 -2.727 -0.929
H -1.108 -2.241 -1.314
H -0.723 1.377 -0.883
H -1.470 0.072 -1.901
H 1.579 0.670 -1.588
H 0.865 -0.695 -2.577
*
```

[2]
DFT (ωB97M-V with the def2-TZVPD basis set) results for a cluster of 4 separate species, C3H11NO3 in total at a distorted geometry.

HOMO-LUMO gap = 8.06 eV
LUMO energy = -0.77 eV
SMILES string = C=CN=C.O.O.O

```
! RIJCOSX wB97M-V def2-TZVPD def2/J DEFGRID3
* xyz 0 1
C -1.494 0.970 1.646
C -1.062 1.670 0.575
N -1.117 1.258 -0.786
C -2.220 0.716 -1.195
H -2.104 0.088 1.468
H -1.551 1.433 2.619
H -0.522 2.593 0.738
H -2.595 -0.260 -0.892
H -2.734 1.283 -1.970
O 1.778 1.081 -0.788
H 0.819 1.073 -0.801
H 2.087 0.913 0.096
O -0.207 -2.466 -0.684
H 0.252 -1.622 -0.757
H -0.380 -2.557 0.262
O 3.054 -2.015 1.142
H 3.356 -1.808 0.256
H 2.541 -2.822 0.986
*
```

[3]
DFT (ωB97M-V with the def2-TZVPD basis set) results for a structure of composition C4H9NO2 at a distorted geometry.

HOMO-LUMO gap = 9.51 eV
LUMO energy = 0.09 eV

```
! RIJCOSX wB97M-V def2-TZVPD def2/J DEFGRID3
* xyz 0 1
C -2.121 -0.452 -1.402
C -0.346 1.054 -1.729
N -0.683 -0.143 -1.522
H -2.408 -0.131 -0.405
H -2.254 -1.525 -1.523
H -2.706 0.031 -2.187
H -0.977 1.721 -2.316
H 0.457 1.466 -1.125
H 0.037 -0.726 -0.566
O 0.904 -0.911 0.196
C 0.730 -0.051 1.159
O -0.294 0.596 1.314
C 1.912 0.085 2.086
H 1.692 0.700 2.956
H 2.303 -0.879 2.408
H 2.698 0.581 1.503
*
```

[4]
DFT (ωB97M-V with the def2-TZVPD basis set) results for a structure of composition C30H22Cl2N6O3S2SeW.

HOMO-LUMO gap (alpha / beta) = 6.44 / 6.43 eV
LUMO energy (alpha / beta) = -0.78 / -0.78 eV

```
! RIJCOSX wB97M-V def2-TZVPD def2/J DEFGRID3
* xyz 0 1
W 0.471 -0.001 0.294
S 3.265 2.442 3.106
C 1.887 2.058 4.084
C 1.694 2.401 5.416
C 0.488 2.080 6.002
C -0.506 1.450 5.252
C -0.307 1.102 3.930
C 0.923 1.380 3.330
N 1.332 1.129 2.004
C 2.502 1.683 1.762
C 3.035 1.659 0.430
C 4.267 2.229 0.091
C 4.690 2.190 -1.219
C 3.872 1.576 -2.173
C 2.660 1.007 -1.824
C 2.189 1.033 -0.499
H 2.469 2.916 5.970
H 0.307 2.332 7.039
H -1.460 1.228 5.710
H -1.102 0.633 3.379
H 4.883 2.696 0.852
H 5.642 2.618 -1.503
H 4.199 1.529 -3.205
H 2.091 0.507 -2.596
Se 2.096 -1.848 0.811
C 1.100 -3.363 0.151
C 0.931 -3.508 -1.224
C 0.237 -4.599 -1.727
C -0.285 -5.554 -0.866
C -0.111 -5.416 0.503
C 0.582 -4.324 1.014
H 1.348 -2.769 -1.900
H 0.100 -4.695 -2.797
H -0.835 -6.399 -1.260
H -0.513 -6.159 1.180
H 0.724 -4.217 2.082
C -2.783 5.294 -2.928
C -1.655 4.736 -2.128
C -0.365 5.163 -2.171
C 0.585 4.501 -1.358
N 0.264 3.488 -0.578
C -0.997 3.045 -0.564
S -1.521 1.693 0.320
N -1.939 3.696 -1.306
C 2.011 4.938 -1.358
H -2.455 6.152 -3.507
H -3.602 5.601 -2.276
H -3.164 4.534 -3.614
H -0.077 5.983 -2.812
H -2.868 3.297 -1.302
H 2.422 4.852 -2.366
H 2.594 4.317 -0.684
H 2.086 5.986 -1.062
Cl -1.631 1.472 -3.792
C -1.544 -0.271 -3.362
Cl -1.995 -1.274 -4.724
C -0.104 -0.541 -2.883
O 0.764 -0.889 -3.633
O 0.020 -0.293 -1.613
H -2.256 -0.426 -2.560
O -0.679 -0.714 1.869
N -1.088 -1.304 0.776
C -2.004 -2.208 0.803
C -2.587 -2.649 2.036
N -3.054 -2.998 3.025
C -2.498 -2.687 -0.453
N -2.897 -3.027 -1.475
*
```

[5]
DFT (ωB97M-V with the def2-TZVPD basis set) results for a structure of composition C38H55CuNP2SeSi at a distorted geometry.

⟨S²⟩ = 0.754
HOMO-LUMO gap (alpha / beta) = 7.20 / 5.97 eV
LUMO energy (alpha / beta) = 0.34 / -1.14 eV

```
! RIJCOSX wB97M-V def2-TZVPD def2/J DEFGRID3
* xyz 0 2
Cu 10.511 10.637 11.213
C 14.183 10.237 10.590
Si 12.596 11.032 10.137
C 12.116 10.369 8.368
C 12.627 10.967 7.227
C 12.231 10.574 5.970
C 11.426 9.445 5.823
C 10.863 8.871 6.887
C 11.109 9.388 8.209
P 10.248 8.917 9.759
C 10.819 7.240 10.183
C 12.288 7.241 10.489
C 12.678 7.665 11.893
C 11.897 6.806 12.913
C 10.403 7.026 12.714
C 9.956 6.616 11.268
C 8.426 8.687 9.368
C 7.801 9.978 8.842
C 6.313 9.872 8.719
C 5.902 8.411 8.612
C 6.842 7.609 7.679
C 8.159 7.404 8.559
C 12.819 12.907 9.964
C 13.968 13.522 9.479
C 14.016 14.937 9.336
C 12.897 15.664 9.633
C 11.762 15.103 10.245
C 11.655 13.704 10.307
P 10.035 12.833 10.674
C 9.132 13.321 9.118
C 8.611 14.766 9.009
C 7.596 14.851 7.861
C 8.187 14.519 6.520
C 8.901 13.161 6.607
C 9.861 13.005 7.777
C 9.157 13.642 12.108
C 9.240 15.076 12.518
C 8.311 15.356 13.725
C 8.096 14.146 14.557
C 7.345 13.086 13.796
C 7.683 13.121 12.298
H 15.062 10.644 10.118
H 14.200 9.120 10.595
H 14.440 10.568 11.621
H 13.269 11.806 7.315
H 12.599 11.079 5.087
H 11.358 9.110 4.806
H 10.351 7.914 6.764
H 10.670 6.707 9.208
H 12.819 7.792 9.705
H 12.734 6.255 10.352
H 12.402 8.677 12.108
H 13.763 7.498 12.086
H 12.163 7.000 14.000
H 12.137 5.738 12.712
H 10.081 8.046 12.830
H 9.840 6.366 13.439
H 8.943 6.788 11.137
H 10.045 5.518 11.181
H 8.007 8.554 10.405
H 8.343 10.271 7.893
H 8.020 10.740 9.609
H 5.961 10.510 7.898
H 5.865 10.371 9.558
H 4.867 8.378 8.191
H 6.015 7.903 9.573
H 7.028 8.185 6.795
H 6.442 6.645 7.384
H 8.998 7.110 7.907
H 8.005 6.564 9.232
H 14.908 12.976 9.346
H 14.850 15.433 8.867
H 12.973 16.748 9.467
H 10.977 15.781 10.530
H 8.175 12.660 9.093
H 9.423 15.474 8.868
H 8.226 15.067 9.994
H 7.275 15.861 7.880
H 6.802 14.141 8.112
H 8.901 15.274 6.315
H 7.432 14.535 5.732
H 9.483 13.078 5.729
H 8.164 12.337 6.678
H 10.687 13.764 7.694
H 10.389 12.063 7.799
H 9.651 13.073 12.887
H 9.034 15.758 11.662
H 10.289 15.298 12.773
H 7.285 15.699 13.383
H 8.676 16.173 14.323
H 7.565 14.465 15.468
H 8.979 13.773 15.030
H 6.270 13.200 14.026
H 7.640 12.087 14.160
H 6.948 13.762 11.739
H 7.536 12.152 11.876
Se 10.052 11.127 16.116
C 10.125 10.807 14.345
N 10.132 10.583 13.206
*
```

[6]
DFT (ωB97M-V with the def2-TZVPD basis set) results for an isolated molecule of C4H7NO2.

HOMO-LUMO gap (alpha / beta) = 7.10 / 6.91 eV
LUMO energy (alpha / beta) = -1.99 / -2.09 eV

```
! RIJCOSX wB97M-V def2-TZVPD def2/J DEFGRID3
* xyz 0 1
N 1.343 0.996 0.616
C 0.739 0.062 1.364
O 0.739 -0.013 2.577
C -0.005 -1.053 0.561
C -1.042 -0.604 -0.369
C -0.851 0.451 -1.382
O 0.412 0.366 -1.803
H 1.835 1.731 1.102
H 1.241 0.962 -0.417
H -0.399 -1.768 1.285
H 0.758 -1.568 -0.043
H -1.949 -1.218 -0.403
H -1.208 1.413 -0.918
H -1.613 0.243 -2.169
*
```

[7]
DFT (ωB97M-V with the def2-TZVPD basis set) results for a cluster of 2 separate species, C5H10O2 in total at a distorted geometry.

HOMO-LUMO gap = 10.52 eV
LUMO energy = 0.82 eV
SMILES string = C=CCO.CC=O

```
! RIJCOSX wB97M-V def2-TZVPD def2/J DEFGRID3
* xyz 0 1
C -0.540 -1.845 -0.380
C 0.422 -1.399 0.417
C 1.648 -0.688 -0.055
O 1.963 0.352 0.854
H -0.528 -1.635 -1.443
H -1.411 -2.383 -0.019
H 0.353 -1.567 1.488
H 1.477 -0.292 -1.066
H 2.487 -1.399 -0.127
H 2.846 0.673 0.632
C -0.809 1.888 0.141
C -1.854 0.917 -0.304
O -1.945 0.475 -1.428
H -0.316 1.537 1.048
H -0.052 2.038 -0.628
H -1.270 2.881 0.368
H -2.471 0.448 0.502
*
```

[8]
DFT (ωB97M-V with the def2-TZVPD basis set) results for a cluster of 2 separate species, C2HN4S2 in total at a distorted geometry.

HOMO-LUMO gap = 7.96 eV
LUMO energy = 2.90 eV

```
! RIJCOSX wB97M-V def2-TZVPD def2/J DEFGRID3
* xyz -1 1
C -0.746 0.077 -0.139
C 1.301 0.515 0.125
N -1.734 0.955 -0.158
N -1.086 -1.187 0.022
N -2.780 0.160 -0.042
N -2.405 -1.096 0.067
S 1.908 2.006 0.078
S 2.145 -0.964 0.076
H 3.397 -0.466 -0.029
*
```